{"formula": "C12H14Cl5IrNO4S", "method": "ωB97M-V with the def2-TZVPD basis set", "species": ["Ir", "Cl", "Cl", "Cl", "Cl", "Cl", "S", "O", "O", "O", "O", "N", "C", "C", "C", "C", "C", "C", "C", "C", "C", "C", "C", "C", "H", "H", "H", "H", "H", "H", "H", "H", "H", "H", "H", "H", "H", "H"], "positions_angstrom": [[0.226, -0.030, -0.031], [0.231, 2.418, -0.078], [-5.643, 0.513, -0.117], [-2.149, 4.655, -0.214], [-3.277, -1.494, 0.014], [-5.129, 3.580, -0.234], [0.385, -3.202, -0.918], [2.263, -0.609, -0.008], [0.608, -0.138, -2.072], [0.553, 0.043, 2.003], [0.937, -2.439, -2.242], [-0.157, -2.016, -0.011], [2.976, -0.440, -1.248], [-4.045, 1.108, -0.118], [0.189, -1.326, -2.729], [2.848, -0.404, 1.296], [-2.512, 2.993, -0.165], [2.030, 0.225, -2.264], [-2.967, 0.212, -0.067], [-3.821, 2.492, -0.170], [1.758, -0.723, 2.306], [-1.666, 0.681, -0.070], [-1.517, 2.046, -0.114], [-0.486, -0.110, 3.013], [-0.800, -1.153, 3.063], [3.191, 0.629, 1.378], [2.316, -0.050, -3.278], [3.298, -1.425, -1.580], [-1.309, 0.529, 2.711], [2.027, 1.308, -2.169], [-0.958, -2.308, 0.553], [3.846, 0.206, -1.114], [-0.077, 0.218, 3.966], [0.434, -1.257, -3.786], [2.085, -0.439, 3.306], [3.688, -1.085, 1.442], [-0.879, -1.424, -2.545], [1.501, -1.784, 2.292]], "mulliken_spin": [0.088, -0.006, 0.000, 0.000, 0.004, 0.000, 0.507, -0.012, -0.001, -0.004, 0.043, 0.409, 0.005, -0.001, 0.003, 0.004, 0.000, -0.001, -0.003, 0.000, -0.010, -0.007, -0.003, 0.002, -0.001, 0.001, 0.000, -0.002, 0.000, 0.000, -0.018, 0.001, 0.000, -0.003, 0.000, 0.000, 0.002, 0.004], "homo_lumo_gap_ev": [7.579, 6.015], "total_charge": 2, "relative_energy_kcal_mol": 2.3, "spin_multiplicity": 2, "largest_force_ha_per_bohr": 0.008}



{"formula": "C7H18B3ClNO5", "method": "ωB97M-V with the def2-TZVPD basis set", "species": ["Cl", "O", "O", "O", "O", "O", "N", "C", "C", "C", "C", "C", "C", "C", "B", "B", "B", "H", "H", "H", "H", "H", "H", "H", "H", "H", "H", "H", "H", "H", "H", "H", "H", "H", "H"], "positions_angstrom": [[2.301, 1.852, -3.111], [-3.642, -2.085, -1.634], [1.090, 0.532, 1.031], [0.327, 1.837, -0.961], [-1.861, -0.723, -1.189], [1.614, -0.230, -1.365], [0.516, 5.092, -0.246], [-1.575, 1.002, 0.677], [3.079, -2.500, 0.035], [-2.646, -1.900, -0.883], [-2.441, 0.466, -0.598], [-2.289, -2.947, 0.271], [3.272, -0.964, 0.531], [-1.477, -2.333, 1.509], [1.911, -0.179, 0.070], [1.337, 1.136, -1.716], [-0.004, 1.099, 0.269], [0.464, 4.118, -0.573], [3.392, -0.872, 1.665], [-1.593, -3.731, -0.217], [-3.549, 0.343, -0.314], [-0.658, -1.591, 1.223], [1.423, 5.253, 0.203], [0.412, 5.725, -1.045], [-3.250, -3.401, 0.679], [2.029, -2.815, 0.352], [-2.178, -1.812, 2.266], [-0.235, 5.266, 0.428], [3.899, -3.157, 0.487], [-1.910, 2.078, 0.937], [4.197, -0.537, -0.007], [3.139, -2.529, -1.109], [-0.960, -3.170, 2.117], [-1.781, 0.366, 1.599], [-2.355, 1.310, -1.383]], "lowdin_charge": [0.679, 0.080, 0.224, 0.126, -0.073, 0.171, 0.341, -0.038, -0.102, -0.334, -0.161, -0.107, -0.116, -0.109, -0.443, -0.852, -0.415, 0.127, 0.111, 0.138, 0.151, 0.058, 0.167, 0.167, 0.130, 0.075, 0.089, 0.165, 0.088, 0.121, 0.121, 0.090, 0.094, 0.099, 0.139], "homo_lumo_gap_ev": 8.180, "total_charge": 1, "largest_force_ha_per_bohr": 0.102}



{"formula": "C50H96Cl2F3NO15", "method": "ωB97M-V with the def2-TZVPD basis set", "species": ["Cl", "Cl", "F", "F", "F", "O", "O", "O", "O", "O", "O", "O", "O", "O", "O", "O", "O", "O", "O", "O", "N", "C", "C", "C", "C", "C", "C", "C", "C", "C", "C", "C", "C", "C", "C", "C", "C", "C", "C", "C", "C", "C", "C", "C", "C", "C", "C", "C", "C", "C", "C", "C", "C", "C", "C", "C", "C", "C", "C", "C", "C", "C", "C", "C", "C", "C", "C", "C", "C", "C", "C", "H", "H", "H", "H", "H", "H", "H", "H", "H", "H", "H", "H", "H", "H", "H", "H", "H", "H", "H", "H", "H", "H", "H", "H", "H", "H", "H", "H", "H", "H", "H", "H", "H", "H", "H", "H", "H", "H", "H", "H", "H", "H", "H", "H", "H", "H", "H", "H", "H", "H", "H", "H", "H", "H", "H", "H", "H", "H", "H", "H", "H", "H", "H", "H", "H", "H", "H", "H", "H", "H", "H", "H", "H", "H", "H", "H", "H", "H", "H", "H", "H", "H", "H", "H", "H", "H", "H", "H", "H", "H", "H", "H", "H", "H", "H", "H"], "positions_angstrom": [[-3.045, -5.407, -3.293], [-4.082, -2.495, -3.754], [-5.550, -0.597, 1.818], [-6.453, -2.544, 1.493], [-4.911, -2.299, 3.023], [-2.483, -9.558, -0.206], [4.789, 7.406, 3.464], [-0.287, 4.008, 5.806], [-4.299, -2.239, 0.939], [6.043, 2.147, -2.967], [3.163, -8.691, -1.174], [-2.397, -10.519, -2.990], [-7.448, 2.696, -2.012], [-5.853, 1.472, -1.020], [3.021, -11.474, -0.220], [4.564, 8.075, 6.314], [1.208, 3.313, 3.370], [8.516, 1.922, -4.552], [-4.572, 3.359, -1.266], [-3.639, 1.325, -1.306], [-3.318, -2.060, -1.163], [6.365, 0.929, -2.320], [-3.383, -2.980, -2.219], [-8.079, 1.365, 1.043], [3.199, 7.705, 6.276], [0.901, 2.647, -2.626], [-1.628, -10.583, -0.687], [-8.578, 1.536, 2.327], [4.290, -11.724, -0.793], [-0.024, 1.510, -3.083], [-1.107, -1.323, 0.665], [5.433, 7.091, 5.779], [-2.466, 0.774, -3.393], [7.107, 3.085, -2.953], [2.368, -9.141, -0.089], [-0.777, 2.681, 5.867], [-3.843, -9.942, -0.129], [-3.424, 6.133, -1.025], [-2.340, -4.705, -0.741], [4.307, 8.691, 3.116], [-7.525, 2.450, 0.366], [7.841, 1.084, -5.470], [-2.939, -4.224, -2.039], [-2.007, -0.306, -0.046], [1.121, 4.089, 5.668], [7.834, 3.133, -4.278], [-6.979, 2.255, -1.009], [-0.055, -0.663, 1.585], [5.875, 7.432, 4.374], [-8.510, 2.785, 2.936], [-7.472, 3.703, 0.967], [0.046, 3.543, 2.597], [-4.822, 4.400, -2.213], [-2.943, -9.281, -3.404], [-5.279, -1.924, 1.795], [4.107, 2.776, -0.383], [4.746, 3.836, 1.919], [3.749, 2.984, 1.107], [-3.621, 5.323, -2.305], [3.015, 3.279, -1.345], [2.124, 2.151, -1.852], [-4.543, -1.869, -0.448], [2.987, -10.328, 0.614], [1.531, 4.384, 4.243], [-4.732, 2.064, -1.689], [2.677, -9.114, -2.434], [-1.270, -10.376, -2.142], [-2.535, -0.825, -1.386], [-7.963, 3.866, 2.256], [-3.293, 0.263, -2.203], [-1.499, 1.919, -3.034], [-3.076, -4.647, 0.063], [7.881, 1.502, -6.482], [-2.021, -5.741, -0.835], [-0.390, 2.071, 5.046], [8.581, 3.933, -4.243], [-1.646, -1.128, -1.944], [5.016, 9.209, 2.462], [-2.088, -11.566, -0.550], [4.997, -12.080, -0.035], [-0.185, -0.984, 2.619], [-0.148, 0.423, 1.574], [4.121, 9.304, 4.001], [-1.862, 2.732, 5.790], [2.403, 4.035, -0.842], [-0.513, 2.211, 6.820], [2.475, -10.188, -2.446], [0.249, 1.191, -4.092], [1.059, 5.311, 3.902], [3.659, 2.012, 1.597], [-8.119, 0.396, 0.563], [6.365, 8.410, 4.360], [6.796, 0.934, -5.186], [3.371, 8.551, 2.578], [1.738, 1.594, -0.988], [2.706, 1.465, -2.475], [4.261, 1.712, -0.568], [-4.901, -0.838, -0.477], [6.674, 4.071, -2.752], [-4.285, 6.781, -0.845], [-5.318, -2.532, -0.837], [-3.139, 1.095, -4.192], [3.442, -8.890, -3.175], [2.988, 6.917, 7.008], [6.422, 1.072, -1.236], [-7.050, 4.543, 0.429], [0.115, 0.678, -2.383], [0.232, 4.302, 1.828], [2.379, -10.576, 1.490], [1.471, 4.902, 6.312], [0.343, 3.309, -1.951], [-0.811, -9.390, -2.277], [5.167, 3.285, 2.761], [-0.537, -11.133, -2.439], [-4.230, -0.174, -2.551], [1.211, 3.266, -3.474], [4.948, 6.109, 5.787], [3.993, -10.073, 0.961], [-0.210, 2.606, 2.106], [-2.279, -8.785, -4.121], [-2.719, 4.757, -2.542], [7.811, 2.855, -2.148], [6.603, 6.683, 4.044], [-2.838, -0.032, 0.607], [-0.796, 3.861, 3.218], [2.767, 3.452, 1.185], [3.478, 3.765, -2.209], [7.312, 0.518, -2.679], [8.351, 0.122, -5.468], [5.040, 3.299, -0.600], [-3.818, 6.010, -3.135], [-1.445, 0.612, -0.238], [2.902, 7.361, 5.282], [-4.002, -10.653, 0.689], [-2.528, 6.752, -1.069], [-0.613, -1.966, -0.069], [-4.892, 2.008, -2.772], [-1.648, 2.743, -3.738], [-1.895, -0.062, -3.805], [1.594, 3.161, 6.004], [5.567, 0.221, -2.537], [-3.895, -9.485, -3.892], [-5.087, 3.993, -3.191], [-4.190, -10.388, -1.064], [-4.423, -9.042, 0.072], [6.314, 7.039, 6.426], [-3.114, -8.613, -2.556], [2.616, 8.587, 6.536], [0.960, -0.934, 1.297], [4.160, -12.502, -1.543], [-8.882, 2.917, 3.944], [5.569, 4.204, 1.304], [-3.334, 5.465, -0.165], [-1.729, -1.983, 1.272], [-9.003, 0.692, 2.854], [1.362, -9.397, -0.434], [-0.713, -10.552, -0.087], [-7.915, 4.837, 2.732], [4.253, 4.717, 2.334], [-1.487, -4.083, -0.467], [2.616, 4.524, 4.206], [4.699, -10.831, -1.272], [1.761, -8.572, -2.694], [7.126, 3.365, -5.081], [-1.701, 2.307, -2.036], [2.280, -8.314, 0.622], [-5.687, 4.977, -1.868]], "lowdin_charge": [0.681, 0.706, 0.147, 0.139, 0.175, -0.192, -0.202, -0.186, 0.060, -0.204, -0.184, -0.185, 0.173, 0.081, -0.192, -0.185, -0.198, -0.189, -0.012, -0.028, -0.081, -0.115, -0.701, -0.025, -0.110, -0.213, -0.201, -0.071, -0.111, -0.206, -0.225, -0.204, -0.121, -0.208, -0.201, -0.108, -0.110, -0.099, -0.077, -0.108, -0.128, -0.111, -0.699, -0.136, -0.201, -0.206, -0.415, -0.081, -0.204, -0.083, -0.013, -0.102, -0.193, -0.119, -0.698, -0.204, -0.095, -0.234, -0.221, -0.207, -0.220, -0.109, -0.204, -0.203, -0.402, -0.108, -0.208, -0.217, -0.073, -0.274, -0.191, 0.085, 0.088, 0.062, 0.082, 0.126, 0.146, 0.089, 0.129, 0.089, 0.068, 0.042, 0.085, 0.090, 0.106, 0.089, 0.083, 0.117, 0.129, 0.101, 0.120, 0.126, 0.083, 0.089, 0.114, 0.117, 0.091, 0.129, 0.125, 0.074, 0.151, 0.113, 0.089, 0.083, 0.082, 0.116, 0.104, 0.088, 0.126, 0.114, 0.108, 0.116, 0.067, 0.128, 0.108, 0.117, 0.123, 0.127, 0.070, 0.086, 0.098, 0.129, 0.125, 0.123, 0.088, 0.078, 0.107, 0.085, 0.089, 0.089, 0.114, 0.114, 0.077, 0.089, 0.070, 0.097, 0.170, 0.114, 0.109, 0.129, 0.091, 0.091, 0.128, 0.084, 0.089, 0.126, 0.067, 0.091, 0.069, 0.089, 0.102, 0.062, 0.073, 0.097, 0.106, 0.106, 0.114, 0.104, 0.049, 0.072, 0.115, 0.084, 0.083, 0.126, 0.103, 0.128, 0.123], "homo_lumo_gap_ev": 9.773, "relative_energy_kcal_mol": 0.0, "smiles": "CCCCCCCCC[C@H](O[C@H](OCCC)OC(=O)c1ccccc1)[C@@H](CCC)N(COC(F)(F)F)/C(Cl)=C(\\C)Cl.COCCOC.COCCOC.COCCOC.COCCOC.COCCOC", "largest_force_ha_per_bohr": 0.016}



{"formula": "C2H3F5N2", "method": "ωB97M-V with the def2-TZVPD basis set", "species": ["F", "F", "F", "F", "F", "N", "N", "C", "C", "H", "H", "H"], "positions_angstrom": [[0.441, 0.114, 2.225], [0.589, 0.780, -1.090], [-1.294, 1.435, 1.426], [2.105, 0.827, 0.454], [0.834, 2.533, 0.047], [-0.537, -1.622, 0.095], [-0.939, -1.511, -1.135], [0.811, 1.200, 0.163], [-0.203, 0.611, 1.139], [-1.958, -1.703, -1.461], [-0.304, -1.245, -1.969], [0.455, -1.419, 0.107]], "lowdin_charge": [0.079, 0.112, 0.062, 0.116, 0.152, 0.007, -0.100, -0.553, -0.199, 0.149, 0.138, 0.038], "homo_lumo_gap_ev": [7.778, 9.741], "relative_energy_kcal_mol": 1.3, "largest_force_ha_per_bohr": 0.085}



Number 3 is which compound? C50H96Cl2F3NO15